C10H18BrCl2N2O2S | ωB97M-V/def2-TZVPD

Last column: natural (NBO) charge in e.
Geometry (Å):
C  -2.523  3.286  1.457  -0.68
C  -1.610  1.908  1.269  0.04
Cl  0.012  1.791  2.146  0.01
C  -2.083  0.816  0.381  -0.09
Cl  -3.766  1.117  -0.429  0.00
C  -1.314  -0.579  0.014  -0.16
C  -0.763  -1.433  1.339  0.04
Br  -2.200  -1.536  2.757  0.11
O  -0.567  -2.813  0.852  -0.54
C  0.557  -2.806  -0.096  0.35
O  0.661  -4.214  -0.608  -0.70
C  0.360  -1.862  -1.417  -0.30
N  -0.323  -0.511  -1.124  -0.13
N  -1.099  -0.270  -2.284  -0.61
C  0.696  0.592  -1.085  -0.27
C  2.086  0.253  -0.277  -0.46
C  2.931  1.595  0.205  -0.51
S  3.644  1.135  1.917  -0.05
H  -2.663  3.709  0.348  0.25
H  -3.600  3.085  1.862  0.27
H  -1.945  4.140  2.038  0.26
H  -2.180  -1.296  -0.400  0.31
H  0.221  -1.001  1.795  0.23
H  1.587  -2.631  0.481  0.20
H  -0.269  -4.572  -0.717  0.49
H  -0.412  -2.438  -2.124  0.27
H  1.335  -1.734  -2.081  0.28
H  -1.193  0.785  -2.296  0.38
H  -0.543  -0.497  -3.137  0.38
H  1.034  0.757  -2.220  0.24
H  0.315  1.640  -0.729  0.28
H  2.797  -0.290  -1.068  0.23
H  1.976  -0.493  0.615  0.23
H  3.857  1.841  -0.472  0.26
H  2.241  2.533  0.367  0.23
H  2.884  0.108  2.504  0.13

* SMILES: C/C(Cl)=C(\Cl)[C@@H]1[C@@H](Br)O[C@@H](O)C[N@+]1(N)CCCS
* LUMO level: -3.2 eV
* E_tot: -4543.8988 Eh
* Kohn-Sham gap: 8.96 eV
* F_max: 4.2 eV/Å
* HOMO: -12.1529 eV
* multiplicity: 1
* total charge: +1

---

C10H18Cl2FeO | ωB97M-V/def2-TZVPD

Last column: natural (NBO) charge in e.
Geometry (Å):
Fe  0.416  -0.124  0.018  1.31
Cl  -0.173  0.842  2.018  -0.78
Cl  0.156  -2.135  -1.051  -0.79
C  -2.096  -1.589  1.657  -0.39
H  -1.492  -2.464  1.435  0.21
H  -2.441  -1.479  2.684  0.18
C  0.138  1.150  -1.249  -0.72
C  -2.400  -0.688  0.721  -0.20
H  0.929  1.742  -1.734  0.14
C  -3.222  0.544  0.948  -0.47
H  -2.031  -0.827  -0.296  0.22
C  -3.423  1.375  -0.332  -0.38
H  -4.199  0.270  1.368  0.19
H  -2.704  1.175  1.684  0.24
C  -2.173  2.156  -0.760  -0.42
H  -3.737  0.710  -1.148  0.19
H  -4.246  2.082  -0.166  0.19
C  -1.251  1.413  -1.753  -0.48
H  -2.482  3.093  -1.239  0.18
H  -1.591  2.436  0.129  0.23
H  -1.730  0.479  -2.076  0.19
H  -1.146  2.033  -2.659  0.18
C  4.464  -0.712  -0.979  -0.72
C  3.548  -1.057  0.156  0.61
C  4.031  -1.821  1.352  -0.72
O  2.331  -0.694  0.103  -0.61
H  5.493  -1.089  -0.800  0.21
H  4.507  0.391  -1.098  0.25
H  4.079  -1.164  -1.916  0.26
H  3.882  -1.210  2.267  0.26
H  3.454  -2.764  1.447  0.26
H  5.109  -2.072  1.266  0.21

* LUMO level (spin up / spin down): 2.9 / 2.9 eV
* E_tot: -2651.1418 Eh
* Kohn-Sham gap (spin up / spin down): 5.20 / 6.33 eV
* F_max: 5.1 eV/Å
* HOMO (spin up / spin down): -2.3248 / -3.4658 eV
* multiplicity: 6
* relative energy (zero: lowest compared OMol25 entry of this formula, charge and spin): 0.0 kcal/mol
* total charge: -1

---

C10H18FMnO6 | ωB97M-V/def2-TZVPD

Last column: natural (NBO) charge in e.
Geometry (Å):
Mn  -0.049  -0.335  0.012  1.41
F  -1.291  -2.990  -0.705  -0.89
C  4.033  -0.841  2.752  -0.22
O  3.002  -0.894  1.846  -0.88
H  5.034  -0.890  2.324  0.11
H  4.012  0.054  3.374  0.11
H  3.931  -1.643  3.484  0.10
C  -0.284  4.311  -0.912  -0.24
O  -0.751  3.019  -0.658  -0.87
H  -1.088  4.955  -1.267  0.13
H  0.221  4.692  -0.024  0.12
H  0.490  4.374  -1.678  0.11
O  1.436  0.058  -4.098  -0.56
C  1.378  0.091  -5.360  0.77
O  0.304  -0.273  -6.043  -0.46
C  0.446  -0.082  -7.376  -0.07
C  1.646  0.884  -7.406  -0.42
C  2.557  0.409  -6.258  -0.52
H  -0.413  0.373  -7.869  0.19
H  0.702  -0.917  -8.028  0.17
H  1.301  1.908  -7.261  0.21
H  2.200  0.828  -8.344  0.21
H  3.226  1.205  -5.930  0.24
H  3.241  -0.399  -6.521  0.24
O  -1.959  -0.685  3.669  -0.57
C  -2.420  -1.182  4.695  0.79
O  -3.248  -2.206  4.714  -0.46
C  -3.689  -2.539  5.974  -0.06
C  -3.112  -1.510  6.927  -0.44
C  -2.348  -0.645  6.098  -0.54
H  -3.266  -3.525  6.168  0.19
H  -4.778  -2.489  5.980  0.19
H  -2.488  -1.969  7.694  0.21
H  -3.906  -0.980  7.454  0.21
H  -1.327  -0.535  6.462  0.25
H  -2.744  0.370  6.112  0.24

* LUMO level (spin up / spin down): 0.2 / 0.5 eV
* E_tot: -2093.8400 Eh
* Kohn-Sham gap (spin up / spin down): 4.06 / 3.88 eV
* F_max: 7.0 eV/Å
* HOMO (spin up / spin down): -3.8433 / -3.3706 eV
* multiplicity: 6
* total charge: -1

---

C10H18INO3Sn | ωB97M-V/def2-TZVPD

Last column: natural (NBO) charge in e.
Geometry (Å):
C  -2.232  2.763  -0.537  -0.63
C  -2.546  2.000  -1.891  -0.41
C  -3.069  0.499  -1.682  -0.40
C  -1.810  -0.377  -1.161  -0.26
N  -1.925  -0.440  0.319  -0.63
C  -0.649  -0.633  0.999  0.20
O  -0.064  0.599  1.510  -0.41
C  0.938  0.853  0.568  1.06
O  1.562  1.944  0.469  -0.88
O  1.275  -0.201  -0.292  -0.43
C  0.557  -1.325  0.285  0.02
C  1.483  -1.876  1.478  -0.44
C  2.939  -2.309  1.004  -0.45
C  3.980  -1.110  0.926  -0.54
I  6.036  -1.860  0.691  0.15
H  -3.175  2.992  0.053  0.26
H  -1.800  3.790  -0.803  0.18
H  -1.493  2.208  0.108  0.18
H  -3.401  2.552  -2.395  0.24
H  -1.632  1.920  -2.557  0.18
H  -3.826  0.490  -0.833  0.22
H  -3.535  0.059  -2.609  0.24
H  -1.917  -1.395  -1.664  0.22
H  -0.899  0.162  -1.541  0.18
H  -2.642  -1.095  0.627  0.41
H  -0.937  -1.329  1.849  0.24
H  0.289  -2.216  -0.342  0.27
H  1.618  -1.111  2.307  0.21
H  1.012  -2.785  1.975  0.26
H  2.841  -2.889  0.042  0.23
H  3.339  -3.014  1.802  0.25
H  3.902  -0.397  1.801  0.21
H  3.787  -0.476  0.001  0.20
Sn  1.993  4.007  -0.507  1.88

* LUMO level: -11.5 eV
* E_tot: -1183.5413 Eh
* Kohn-Sham gap: 2.30 eV
* F_max: 5.2 eV/Å
* HOMO: -13.8313 eV
* multiplicity: 1
* total charge: +2

---

C10H18IrN2O6 | ωB97M-V/def2-TZVPD

Last column: natural (NBO) charge in e.
Geometry (Å):
Ir  -0.943  -0.583  0.531  1.46
O  -1.208  -0.799  2.640  -0.71
C  -0.203  -0.547  3.656  -0.09
C  1.109  -1.245  3.343  -0.30
N  1.828  -0.664  2.216  -0.03
C  2.401  -1.513  1.219  -0.37
C  1.362  -1.999  0.139  0.79
O  1.706  -2.213  -0.967  -0.42
O  0.134  -2.175  0.673  -0.67
C  1.978  0.766  2.171  -0.38
C  0.740  1.556  1.627  0.77
O  0.500  2.630  2.063  -0.44
O  0.119  1.021  0.560  -0.67
H  -1.702  -1.600  2.868  0.53
H  -0.108  0.534  3.731  0.23
H  -0.583  -0.910  4.609  0.25
H  1.761  -1.149  4.223  0.28
H  0.957  -2.304  3.146  0.26
H  3.221  -1.012  0.713  0.27
H  2.758  -2.432  1.696  0.28
H  2.154  1.133  3.183  0.28
H  2.831  1.027  1.543  0.28
C  -1.745  1.679  -4.125  -0.43
N  -1.092  0.628  -3.331  -0.31
C  -0.204  -0.287  -4.064  -0.43
C  -1.352  0.465  -2.067  0.69
C  -2.293  1.381  -1.345  -0.69
O  -0.818  -0.531  -1.439  -0.65
H  -1.151  1.839  -5.021  0.25
H  -1.790  2.614  -3.573  0.23
H  -2.746  1.366  -4.419  0.24
H  -0.780  -0.777  -4.848  0.24
H  0.210  -1.030  -3.392  0.25
H  0.597  0.294  -4.516  0.23
H  -3.252  1.438  -1.863  0.28
H  -1.883  2.385  -1.249  0.28
H  -2.513  1.015  -0.329  0.19

* LUMO level (spin up / spin down): -8.8 / -10.3 eV
* E_tot: -1056.4285 Eh
* Kohn-Sham gap (spin up / spin down): 7.77 / 6.37 eV
* F_max: 0.3 eV/Å
* HOMO (spin up / spin down): -16.6159 / -16.6473 eV
* multiplicity: 2
* relative energy (zero: lowest compared OMol25 entry of this formula, charge and spin): 6.2 kcal/mol
* total charge: +2

---

C10H18N2O | ωB97M-V/def2-TZVPD

Last column: natural (NBO) charge in e.
Geometry (Å):
C  0.038  0.958  -0.472  -0.17
C  0.872  -0.110  -0.256  0.23
C  -2.320  0.349  -0.327  0.99
C  -1.750  -2.634  -0.611  0.06
C  0.386  -1.467  0.044  -0.18
C  0.452  -1.381  1.612  -0.55
C  3.195  0.298  -1.463  -0.62
C  2.625  1.303  0.848  -0.60
C  -4.467  1.421  0.123  -0.27
C  2.417  0.156  -0.158  -0.25
N  -1.312  1.045  -0.549  -0.51
N  -0.992  -1.674  -0.334  -0.33
O  -3.574  0.232  -0.140  -0.39
H  0.486  1.914  -0.480  0.26
H  -1.320  -3.742  -0.523  0.24
H  -2.840  -2.602  -0.643  0.24
H  1.042  -2.335  -0.215  0.29
H  0.194  -2.286  2.043  0.24
H  -0.366  -0.635  1.950  0.21
H  1.455  -1.052  1.819  0.25
H  4.363  0.304  -1.298  0.26
H  2.895  1.282  -1.947  0.22
H  3.146  -0.535  -2.099  0.23
H  2.010  1.281  1.738  0.22
H  2.374  2.189  0.312  0.20
H  3.692  1.285  1.027  0.26
H  -5.459  1.135  0.296  0.27
H  -4.397  2.361  -0.576  0.26
H  -3.987  1.822  1.135  0.23
H  2.783  -0.763  0.301  0.21
H  -1.641  1.878  -1.155  0.49

* LUMO level (spin up / spin down): -10.5 / -10.5 eV
* E_tot: -575.6931 Eh
* Kohn-Sham gap (spin up / spin down): 6.62 / 6.63 eV
* F_max: 6.0 eV/Å
* HOMO (spin up / spin down): -17.1069 / -17.1071 eV
* multiplicity: 1
* relative energy (zero: lowest compared OMol25 entry of this formula, charge and spin): 109.8 kcal/mol
* total charge: +2

---

C10H18N2O3 | ωB97M-V/def2-TZVPD

Last column: natural (NBO) charge in e.
Geometry (Å):
C  2.237  -0.308  0.451  -0.09
C  0.708  0.030  0.731  0.66
C  3.621  0.400  1.014  -0.42
C  4.515  0.221  -0.297  -0.41
C  3.701  -0.899  -1.067  -0.25
C  -1.627  -0.108  0.332  -0.20
C  -2.611  -1.159  0.007  0.79
C  -2.110  1.089  -0.628  -0.19
C  -3.645  1.465  -0.514  -0.64
C  -1.133  2.276  -0.612  -0.63
H  2.161  0.338  -1.621  0.37
H  2.266  -1.536  0.798  0.20
H  4.087  0.016  1.907  0.22
H  3.573  1.401  1.043  0.21
H  4.357  1.120  -1.115  0.20
H  5.650  -0.183  -0.021  0.23
H  4.175  -0.761  -2.076  0.19
H  4.063  -1.886  -0.754  0.20
H  0.081  -1.095  -0.576  0.43
H  -1.532  0.154  1.402  0.28
H  -1.902  0.586  -1.634  0.20
H  -4.447  0.794  -0.813  0.23
H  -3.698  2.347  -1.207  0.22
H  -3.795  1.821  0.630  0.21
H  -1.565  2.521  0.467  0.21
H  -1.405  3.184  -1.177  0.23
H  0.008  1.959  -0.613  0.23
H  -4.001  -1.970  0.676  0.50
N  2.326  -0.487  -0.998  -0.66
N  -0.268  -0.403  0.035  -0.60
O  0.564  0.769  1.707  -0.66
O  -2.793  -1.923  -1.064  -0.60
O  -3.323  -1.425  1.223  -0.66

* SMILES: CC(C)[C@H](NC(=O)[C@@H]1CCCN1)C(=O)O
* LUMO level: 0.7 eV
* E_tot: -726.9029 Eh
* Kohn-Sham gap: 9.93 eV
* F_max: 8.1 eV/Å
* HOMO: -9.2405 eV
* multiplicity: 1
* relative energy (zero: lowest compared OMol25 entry of this formula, charge and spin): 134.9 kcal/mol
* total charge: 0

---

Q: Among the records above, which one has the highest E_tot?
A: C10H18N2O

---

Q: Which formula does entry 6 have?
A: C10H18N2O